# 1
{
  "formula": "C3H9OP",
  "method": "the ωB97M-V functional and the def2-TZVPD basis",
  "energy_ev": -14587.0083,
  "e_homo_ev": [-6.4, -9.4],
  "s_squared": 2.01,
  "largest_force_ev_per_a": 5.57,
  "spin_multiplicity": 3,
  "de_lowest_ev": 1.4419,
  "homo_lumo_gap_ev": [7.15, 8.93],
  "total_charge": 0,
  "elements": ["P", "O", "C", "C", "C", "H", "H", "H", "H", "H", "H", "H", "H", "H"],
  "positions_angstrom": [[2.8814, -0.2452, 0.0396], [0.2549, 1.7892, 0.1591], [0.2479, 0.4679, -0.3178], [0.9149, -0.6679, 0.1919], [-2.4378, -0.4014, -0.0190], [-2.4477, -1.3397, -0.3517], [0.8623, -1.6484, -0.2784], [0.0280, 0.2505, -1.4031], [0.0003, 1.6889, 1.0540], [0.5898, -0.7751, 1.1874], [2.7015, 1.1301, 0.5167], [-2.5372, -0.3483, 1.1132], [-2.7471, 0.3850, -0.5462], [2.7955, -0.1360, -1.4657]],
  "lowdin_charge": [0.74, -0.03, -0.39, -0.47, 0.10, -0.05, 0.07, 0.12, 0.07, 0.05, -0.11, 0.04, -0.05, -0.09]
}


# 2
{
  "formula": "C3H9OS",
  "method": "the ωB97M-V functional and the def2-TZVPD basis",
  "energy_ev": -16139.4417,
  "e_homo_ev": -2.4,
  "largest_force_ev_per_a": 3.24,
  "spin_multiplicity": 1,
  "de_lowest_ev": 1.6147,
  "homo_lumo_gap_ev": 6.35,
  "total_charge": -1,
  "elements": ["S", "O", "C", "C", "C", "H", "H", "H", "H", "H", "H", "H", "H", "H"],
  "positions_angstrom": [[-1.6531, -0.8732, -0.1559], [0.9774, 0.9280, 0.4816], [-2.1078, 0.1419, 1.3434], [1.3926, 0.3932, -0.8577], [2.8826, 0.1913, -0.8067], [-1.2292, -0.2288, 2.0245], [-2.1307, 1.2619, 1.1775], [3.4657, 1.0286, -0.3486], [3.1547, -0.7714, -0.1497], [1.0371, 1.1476, -1.5666], [-3.1068, -0.2728, 1.6381], [3.4136, -0.0231, -1.7810], [0.0259, 0.5998, 0.6113], [0.9964, -0.5521, -1.0381]],
  "lowdin_charge": [0.05, -0.19, -0.70, -0.34, -0.14, 0.01, 0.01, 0.06, 0.11, 0.10, -0.03, 0.06, -0.02, 0.02]
}


# 3
{
  "formula": "C3H9OS",
  "method": "the ωB97M-V functional and the def2-TZVPD basis",
  "energy_ev": -16140.6722,
  "e_homo_ev": -2.6,
  "largest_force_ev_per_a": 1.38,
  "spin_multiplicity": 1,
  "de_lowest_ev": 0.3842,
  "homo_lumo_gap_ev": 6.60,
  "total_charge": -1,
  "elements": ["S", "O", "C", "C", "C", "H", "H", "H", "H", "H", "H", "H", "H", "H"],
  "positions_angstrom": [[-1.4166, -1.6968, -0.2263], [-1.2319, -0.6459, -3.3226], [-0.6025, -0.0870, 0.0667], [0.6279, -0.2453, 0.9748], [1.2539, 1.0660, 1.4782], [1.3638, -0.8852, 0.4729], [0.8099, 1.9163, 0.9535], [0.2985, -0.8739, 1.8104], [2.3229, 1.1071, 1.3432], [1.0503, 1.1948, 2.5350], [-0.2532, 0.2216, -0.9247], [-1.2740, 0.6335, 0.5129], [-2.0077, -0.2949, -2.8618], [-0.9411, -1.4103, -2.8122]],
  "lowdin_charge": [0.14, -0.15, -0.78, -0.38, -0.14, 0.08, 0.06, 0.07, 0.04, 0.05, 0.03, 0.03, 0.01, -0.05]
}


# 4
{
  "formula": "C3H9OS",
  "method": "the ωB97M-V functional and the def2-TZVPD basis",
  "energy_ev": -16136.9503,
  "e_homo_ev": [-9.1, -9.1],
  "s_squared": 0.75,
  "largest_force_ev_per_a": 1.18,
  "spin_multiplicity": 2,
  "de_lowest_ev": 1.5369,
  "homo_lumo_gap_ev": [9.98, 7.29],
  "total_charge": 0,
  "elements": ["S", "O", "C", "C", "C", "H", "H", "H", "H", "H", "H", "H", "H", "H"],
  "positions_angstrom": [[-0.8936, -1.2426, -1.9682], [1.1375, 0.1973, 0.7764], [0.8604, -0.8938, -1.7469], [-0.6767, 1.5066, 1.6261], [-0.0874, 0.1093, 1.3905], [-0.6901, 2.0074, 0.6537], [1.0473, -0.6040, -0.6815], [-0.8098, -1.8920, -3.1469], [-0.0162, -0.4400, 2.3454], [1.4792, -1.7620, -1.9570], [1.1736, -0.0514, -2.3630], [-0.0263, 2.0286, 2.3183], [-1.7163, 1.5426, 1.9583], [-0.7816, -0.5061, 0.7948]],
  "lowdin_charge": [0.62, -0.04, -0.48, -0.08, -0.36, 0.08, -0.01, -0.16, 0.12, 0.03, 0.03, 0.07, 0.07, 0.10]
}


# 5
{
  "formula": "C3H9PS",
  "method": "the ωB97M-V functional and the def2-TZVPD basis",
  "smiles": "C=PCS.C",
  "energy_ev": -23379.0544,
  "e_homo_ev": -9.1,
  "largest_force_ev_per_a": 3.68,
  "spin_multiplicity": 1,
  "de_lowest_ev": 1.9391,
  "homo_lumo_gap_ev": 9.13,
  "total_charge": 0,
  "elements": ["S", "P", "C", "C", "C", "H", "H", "H", "H", "H", "H", "H", "H", "H"],
  "positions_angstrom": [[1.1311, 0.9551, 1.5223], [-0.5768, -1.5106, 0.7138], [-1.0240, 2.0074, -2.4891], [0.7559, -2.4478, 0.5109], [-0.0097, -0.4341, 2.1386], [-0.4833, 1.0556, -2.6481], [-1.6100, 1.8581, -1.5544], [0.7779, -3.1537, -0.2534], [1.7596, 0.0563, 0.7898], [-0.7189, 0.2156, 2.6699], [-1.6900, 2.1342, -3.3894], [-0.3858, 2.7524, -2.1858], [1.5975, -2.4794, 1.2773], [0.4765, -1.0091, 2.8976]],
  "lowdin_charge": [0.59, 0.82, -0.05, -0.40, -0.79, 0.02, 0.02, -0.05, -0.21, 0.01, 0.04, -0.03, 0.04, 0.00]
}


# 6
{
  "formula": "C3H9S",
  "method": "the ωB97M-V functional and the def2-TZVPD basis",
  "energy_ev": -14090.0994,
  "e_homo_ev": -2.4,
  "largest_force_ev_per_a": 5.00,
  "spin_multiplicity": 1,
  "de_lowest_ev": 3.0570,
  "homo_lumo_gap_ev": 5.79,
  "total_charge": -1,
  "elements": ["S", "C", "C", "C", "H", "H", "H", "H", "H", "H", "H", "H", "H"],
  "positions_angstrom": [[-1.5710, -2.2682, -1.9175], [1.4201, 0.7107, 1.6963], [2.7032, 1.3672, 1.4342], [-3.7354, -1.5077, -2.7323], [-3.0652, -1.2491, -3.4692], [3.4918, 1.0896, 2.1861], [-3.8631, -0.8918, -1.9284], [0.7286, 1.4232, 2.2342], [0.8646, 0.2954, 0.8938], [1.4800, -0.1426, 2.3840], [-4.3175, -2.3023, -2.7817], [2.7766, 2.4163, 1.5164], [3.0873, 1.0594, 0.4842]],
  "lowdin_charge": [-0.43, -0.19, -0.20, -0.24, -0.13, 0.08, -0.09, 0.08, 0.05, 0.07, -0.10, 0.04, 0.06]
}


# 7
{
  "formula": "C3H9S2",
  "method": "the ωB97M-V functional and the def2-TZVPD basis",
  "energy_ev": -24927.3462,
  "e_homo_ev": -2.4,
  "largest_force_ev_per_a": 2.30,
  "spin_multiplicity": 1,
  "de_lowest_ev": 1.4014,
  "homo_lumo_gap_ev": 5.84,
  "total_charge": -1,
  "elements": ["S", "S", "C", "C", "C", "H", "H", "H", "H", "H", "H", "H", "H", "H"],
  "positions_angstrom": [[-1.7542, 0.3015, 0.4132], [1.9992, 1.7837, -0.2922], [0.8177, 2.0884, 1.0839], [-0.3035, -1.5642, -1.1501], [-1.0595, -1.4533, 0.1730], [0.2689, 2.9185, 0.6546], [-1.9816, -2.0088, 0.1619], [0.3013, 1.2175, 1.4463], [1.4594, 2.4275, 1.9067], [-0.9093, -2.1337, -1.9121], [1.3806, 0.6702, -0.7206], [-0.5355, -1.5629, 1.1187], [-0.3252, -0.6010, -1.6666], [0.6416, -2.0835, -1.2166]],
  "lowdin_charge": [0.11, 0.55, -0.54, -0.25, -0.71, 0.00, -0.01, -0.07, 0.00, 0.06, -0.20, 0.01, 0.01, 0.04]
}


# 8
{
  "formula": "C3H9S2",
  "method": "the ωB97M-V functional and the def2-TZVPD basis",
  "energy_ev": -24928.2037,
  "e_homo_ev": -3.0,
  "largest_force_ev_per_a": 0.63,
  "spin_multiplicity": 1,
  "de_lowest_ev": 0.5439,
  "homo_lumo_gap_ev": 6.86,
  "total_charge": -1,
  "elements": ["S", "S", "C", "C", "C", "H", "H", "H", "H", "H", "H", "H", "H", "H"],
  "positions_angstrom": [[1.3648, -0.6052, 1.5622], [-0.3660, 1.7197, -0.0224], [-0.0607, -0.7478, 2.7142], [-0.7121, 0.7291, -1.5191], [0.4834, -0.0576, -2.0613], [0.1057, -0.6298, -2.9107], [-1.5007, -0.0144, -1.3755], [0.5740, 0.6053, 0.7629], [1.3129, 0.5555, -2.4204], [0.0751, -0.1568, 3.6207], [-1.0801, 1.4265, -2.2756], [-0.9019, -0.3745, 2.1341], [0.9026, -0.6807, -1.2727], [-0.1969, -1.7694, 3.0636]],
  "lowdin_charge": [0.29, 0.37, -0.59, -0.72, -0.22, 0.05, 0.04, -0.29, 0.06, 0.00, 0.03, -0.02, 0.01, -0.01]
}


# 9
{
  "formula": "C3H9S2",
  "method": "the ωB97M-V functional and the def2-TZVPD basis",
  "energy_ev": -24928.2149,
  "e_homo_ev": -3.0,
  "largest_force_ev_per_a": 0.67,
  "spin_multiplicity": 1,
  "de_lowest_ev": 0.5327,
  "homo_lumo_gap_ev": 6.89,
  "total_charge": -1,
  "elements": ["S", "S", "C", "C", "C", "H", "H", "H", "H", "H", "H", "H", "H", "H"],
  "positions_angstrom": [[1.2167, 0.3118, -0.1868], [-1.6338, -1.3118, 0.1298], [0.8143, 3.0838, 0.0496], [-0.8625, -2.4083, -1.1071], [0.9764, 1.7860, 0.8459], [1.7799, 3.4538, -0.3063], [-0.7143, -3.4131, -0.6922], [0.2070, 2.9406, -0.8367], [0.1014, 1.6584, 1.4803], [0.4107, 3.8634, 0.6935], [-1.5090, -2.4824, -1.9717], [0.1232, -2.0231, -1.3753], [-0.3039, -0.3021, 0.0014], [1.8403, 1.8632, 1.5120]],
  "lowdin_charge": [0.39, 0.26, -0.22, -0.61, -0.72, 0.05, 0.00, 0.05, 0.04, 0.05, -0.01, -0.02, -0.28, 0.03]
}


# 10
{
  "formula": "C3HBr2F3O",
  "method": "the ωB97M-V functional and the def2-TZVPD basis",
  "energy_ev": -153408.2595,
  "e_homo_ev": [-8.6, -9.2],
  "largest_force_ev_per_a": 3.45,
  "spin_multiplicity": 1,
  "de_lowest_ev": 2.5572,
  "homo_lumo_gap_ev": [7.31, 8.19],
  "total_charge": 0,
  "elements": ["Br", "Br", "F", "F", "F", "O", "C", "C", "C", "H"],
  "positions_angstrom": [[1.6146, 0.7210, -0.9095], [-1.8382, 1.1994, -2.2675], [-0.2288, -2.1061, 1.3592], [0.2480, 0.6968, 1.4548], [0.4317, -2.1057, -0.6668], [-1.2511, 2.7056, 0.0130], [0.2419, 0.0995, 0.2700], [-1.3535, 1.7705, -0.6413], [0.5710, -1.3984, 0.4932], [1.5645, -1.5826, 0.8950]],
  "lowdin_charge": [0.76, 0.86, 0.04, -0.01, 0.02, 0.10, -0.67, -0.82, -0.43, 0.14]
}